# 1
C19H30BN6Sr | wB97M-V/def2-TZVPD

HOMO = -0.692 eV
relative energy (zero: lowest compared OMol25 entry of this formula, charge and spin) = 0.0 kcal/mol
gap between HOMO and LUMO = 3.35 eV
total charge = -1
spin multiplicity = 1

Structure (XYZ):
```
57
Properties=species:S:1:pos:R:3:lowdin_charge:R:1
Sr 1.3128 0.2528 -0.2445 0.94
N -0.0451 0.2518 2.1224 0.04
N -1.0486 1.2513 -1.1454 0.04
N -2.0742 0.6547 -0.4814 -0.03
N -1.3421 -0.0853 1.8896 -0.03
N -0.0552 -2.0505 -0.2653 0.03
N -1.3713 -1.7944 -0.0418 -0.04
C 1.9291 -3.1884 -2.3958 -0.08
C 1.3458 0.9652 4.0470 -0.38
C -1.5851 2.1709 -1.9347 -0.30
C -2.1042 -2.8672 -0.4010 -0.09
C 2.5605 0.6740 3.1730 -0.09
C 1.2856 2.4493 4.4198 -0.07
C -1.2612 -3.8299 -0.9064 -0.02
C 1.3612 -3.8556 -1.1406 -0.38
C 0.0487 0.5356 3.4141 -0.30
C 0.0231 -3.2724 -0.7709 -0.29
C 3.4927 0.1922 -1.0673 -0.54
C -2.0422 -0.0097 3.0385 -0.09
C -0.6935 3.0201 -2.8011 -0.37
C -2.9805 2.2050 -1.7801 -0.02
C -1.2021 0.4033 4.0438 -0.03
C -1.4925 3.7820 -3.8530 -0.09
C 0.1365 3.9805 -1.9473 -0.06
C -3.2401 1.2051 -0.8673 -0.09
C 1.2693 -5.3689 -1.3128 -0.09
B -2.0075 -0.5146 0.5548 -0.52
H 1.1907 3.0578 3.5179 0.08
H 3.4788 0.9281 3.7058 0.08
H -0.5178 4.6579 -1.3909 0.08
H 1.2296 -3.2960 -3.2320 0.08
H 0.6285 -5.6250 -2.1613 0.07
H -3.0905 -0.2543 3.0516 0.11
H -2.0841 3.1070 -4.4739 0.08
H -0.0010 2.3440 -3.3112 0.14
H -1.4431 0.5649 5.0811 0.10
H 0.8645 -5.8566 -0.4232 0.08
H 2.6164 -0.3761 2.8862 0.08
H -2.1746 4.4947 -3.3811 0.08
H 4.4892 0.3453 -1.5082 -0.25
H 2.5624 1.2637 2.2536 0.05
H 2.2589 -5.7831 -1.5114 0.07
H -3.6925 2.8400 -2.2776 0.09
H -1.5289 -4.8006 -1.2859 0.09
H 1.4436 0.3919 4.9764 0.13
H 3.6316 -0.7323 -0.4162 -0.23
H 2.0459 -3.6402 -0.3144 0.14
H -3.1743 -2.8603 -0.2787 0.11
H 2.1972 2.7527 4.9382 0.07
H 2.8756 -3.6550 -2.6768 0.07
H 2.1353 -2.1254 -2.2309 0.03
H 0.8002 4.5787 -2.5741 0.08
H 0.7545 3.4396 -1.2309 0.06
H -4.1703 0.8515 -0.4566 0.11
H -3.1553 -0.7826 0.8169 0.11
H 0.4316 2.6670 5.0646 0.07
H -0.8220 4.3455 -4.5033 0.07
```

***

# 2
C4H4GaO2 | wB97M-V/def2-TZVPD

HOMO (alpha / beta) = -15.479 / -13.953 eV
relative energy (zero: lowest compared OMol25 entry of this formula, charge and spin) = 67.2 kcal/mol
gap between HOMO and LUMO (alpha / beta) = 8.69 / 5.70 eV
total charge = +1
spin multiplicity = 1

Structure (XYZ):
```
11
Properties=species:S:1:pos:R:3:lowdin_charge:R:1
Ga 2.1641 -0.5828 1.1562 0.91
O 0.8525 0.4685 1.7203 -0.14
O 1.9096 -0.8693 -0.6473 0.02
C 0.6508 -0.4559 -0.5651 -0.28
C -0.6206 -0.5628 -1.0326 0.17
C 0.2259 0.6145 0.4770 -0.34
C -1.2374 0.2373 0.1096 0.01
H -1.9084 1.0777 -0.1376 0.15
H 0.7298 1.4595 -0.0474 0.19
H -1.7167 -0.3694 0.8948 0.16
H -1.0496 -1.0173 -1.9280 0.15
```

***

# 3
C5H22N2O6 | wB97M-V/def2-TZVPD

HOMO = -10.041 eV
relative energy (zero: lowest compared OMol25 entry of this formula, charge and spin) = 0.0 kcal/mol
gap between HOMO and LUMO = 10.65 eV
spin multiplicity = 1

Structure (XYZ):
```
35
Properties=species:S:1:pos:R:3:lowdin_charge:R:1
O -1.9105 -0.6807 3.6246 -0.07
O -1.5852 -3.2405 2.0575 -0.06
O -0.3521 0.8031 -1.5974 -0.01
O -1.0156 4.5835 -0.2727 -0.10
O 0.4397 -1.1743 -3.4731 -0.10
O -0.2117 3.3797 -2.6116 -0.08
N -0.8249 1.4418 0.5174 0.23
N -0.7005 -1.9393 -0.6327 0.08
C 1.3011 -1.0633 0.5374 -0.37
C -0.4373 0.5338 -0.3827 -0.43
C 1.7374 -0.1491 1.6788 -0.07
C 2.2262 -0.8962 -0.6609 -0.06
C -0.1913 -0.8532 0.2077 -0.30
H 1.0425 -0.1620 2.5195 0.08
H 2.0907 -1.6605 -1.4234 0.07
H 1.3901 -2.1009 0.8870 0.14
H -0.7035 4.2454 -1.1529 -0.01
H 2.7260 -0.4300 2.0310 0.08
H -0.8799 3.3985 -3.3181 0.07
H -1.3683 -2.9734 1.1441 0.01
H -0.2231 2.4333 -2.3037 0.02
H -0.9557 -3.9210 2.2815 0.04
H -0.9505 2.4136 0.2565 0.09
H -1.5675 -1.6510 -1.0649 0.10
H 0.2260 -0.4193 -2.8649 0.00
H -2.7708 -0.6805 4.0176 0.02
H 3.2770 -0.9427 -0.3646 0.08
H -0.8910 1.1681 1.4864 0.11
H 2.0896 0.0887 -1.1124 0.08
H 1.8354 0.8882 1.3443 0.08
H -1.7621 -1.5723 3.2560 0.00
H -0.2856 5.1662 0.0058 0.05
H 0.0403 -0.9778 -4.3406 0.05
H -0.7670 -0.9159 1.1172 0.10
H -0.0677 -2.1403 -1.3936 0.05
```

***

# 4
C19H31BN2O2P | wB97M-V/def2-TZVPD

HOMO = -2.501 eV
gap between HOMO and LUMO = 3.26 eV
total charge = -1
spin multiplicity = 1

Structure (XYZ):
```
56
Properties=species:S:1:pos:R:3:lowdin_charge:R:1
P 0.6277 -2.6330 4.0867 0.79
O -1.2994 5.8499 -0.6145 -0.62
O 5.7534 -2.9936 -0.1346 -0.02
N 0.0253 -0.1222 -1.1107 0.09
N 3.2915 -0.3797 -1.7640 0.05
C -1.5597 0.5008 1.8261 -0.13
C -1.2168 -1.1070 1.5552 -0.23
C 2.9956 -2.1290 2.0701 -0.03
C -0.6861 -3.9990 3.8491 -0.37
C -3.9411 2.8921 -1.8733 -0.24
C -1.8142 0.1510 -3.6406 -0.21
C 1.3734 -2.0202 2.4389 -0.32
C -0.0804 -1.1887 5.1170 -0.35
C -0.3678 0.9645 -3.5466 -0.15
C -2.4635 3.0551 -1.1105 -0.15
C -3.9841 1.2926 -2.3579 -0.23
C 0.4217 -1.3015 1.2819 -0.06
C 6.3142 -0.4664 0.5205 -0.07
C 3.5794 -1.5376 0.6544 -0.01
C 0.6549 0.3171 -2.4020 -0.13
C 2.6074 -0.8380 -0.5074 -0.10
C -3.1156 1.1708 -3.7819 -0.21
C 2.2494 0.1743 -2.6954 -0.03
C 1.0217 -0.7303 -0.1650 -0.08
B 5.2094 -1.6772 0.3535 -0.36
H -2.6443 0.6470 2.2561 0.08
H 5.8641 -3.6285 0.6343 0.10
H -1.7478 -1.3587 0.5172 0.10
H -0.5144 -4.9234 4.5458 0.04
H -2.0340 -0.5276 -2.7129 0.09
H -0.7639 -0.4544 4.4961 0.03
H -2.8486 2.2187 -4.2293 0.11
H -4.8365 3.1699 -1.1588 0.09
H 3.6836 -2.6481 2.8807 0.09
H -0.5247 2.0926 -3.2148 0.13
H -1.4736 1.0450 0.7692 0.06
H -1.7748 -3.5628 4.0703 0.05
H -1.7417 -0.5859 -4.5756 0.11
H -4.0286 3.5918 -2.8181 0.10
H -3.5713 0.5797 -1.5226 0.09
H -5.1303 1.0294 -2.5438 0.09
H 6.0937 0.4887 -0.1416 0.08
H -0.7743 -1.6816 5.9526 0.06
H -1.0134 6.7285 -0.7863 -0.24
H 7.4147 -0.8091 0.2102 0.08
H -3.8625 0.6278 -4.5352 0.10
H 6.4190 -0.0599 1.6325 0.08
H 2.6336 0.5488 -3.7618 0.12
H 0.7883 -0.6294 5.6826 0.05
H -0.7112 0.8640 2.5825 0.08
H -1.9003 4.0018 -1.5324 0.04
H -1.6285 -1.8154 2.3906 0.07
H -1.8134 2.0847 -1.3069 0.03
H -0.6991 -4.2813 2.6951 0.06
H -2.6041 3.1581 0.0649 0.08
H 0.1485 0.8449 -4.5899 0.10
```

***

# 5
C6H9N | wB97M-V/def2-TZVPD

HOMO = -9.508 eV
relative energy (zero: lowest compared OMol25 entry of this formula, charge and spin) = 68.8 kcal/mol
gap between HOMO and LUMO = 10.53 eV
spin multiplicity = 1

Structure (XYZ):
```
16
Properties=species:S:1:pos:R:3:lowdin_charge:R:1
N -1.8863 -0.4424 -0.1625 0.04
C 1.8805 -0.1290 -0.5551 -0.15
C -0.2707 1.2556 0.8371 -0.04
C 0.5345 -0.6914 -0.6971 -0.14
C -1.3515 -1.0672 1.0476 -0.13
C 3.0141 0.2517 -0.4112 0.11
C -0.5244 -0.1208 0.2603 -0.52
H -1.1801 -2.1390 0.9677 0.10
H 4.0307 0.5402 -0.2716 0.02
H -0.2951 2.0229 0.0550 0.09
H 0.1746 -0.5642 -1.7232 0.12
H -1.7284 -0.7422 2.0160 0.10
H -2.5203 0.3166 0.0798 0.09
H 0.7087 1.3097 1.3198 0.08
H 0.6241 -1.7727 -0.5370 0.12
H -1.0334 1.5037 1.5841 0.08
```

***

# 6
ClH2O3P | wB97M-V/def2-TZVPD

HOMO = -8.938 eV
relative energy (zero: lowest compared OMol25 entry of this formula, charge and spin) = 104.6 kcal/mol
gap between HOMO and LUMO = 7.98 eV
spin multiplicity = 1

Structure (XYZ):
```
7
Properties=species:S:1:pos:R:3:lowdin_charge:R:1
Cl 1.0982 -0.1171 2.0863 0.42
P -0.8381 0.3751 -0.6607 0.95
O -1.0158 -1.1020 -0.0876 -0.31
O 0.5335 0.1233 -1.4633 -0.32
O 0.2063 1.1759 1.4655 -0.91
H -0.8170 -1.2605 0.8487 0.02
H 0.8330 0.8053 -2.1890 0.14
```